(1)
Formula: C38H47BrN3O9
Source: the OMol25 dataset
Level of theory: ωB97M-V with the def2-TZVPD basis set

CARTESIAN COORDINATES (ANGSTROEM)
C: 2.193 1.353 -6.166
C: 1.884 0.289 -5.355
C: 1.678 0.371 -3.857
C: 2.902 0.361 -3.156
N: 4.172 0.278 -3.859
C: 4.629 1.428 -3.965
O: 5.219 2.434 -3.814
C: 2.969 0.398 -1.730
C: 4.292 0.376 -0.949
C: 4.379 -1.067 -0.300
C: 4.677 -1.017 1.220
C: 4.730 -2.444 1.828
C: 3.359 -2.926 2.380
O: 2.685 -1.969 3.184
C: 3.132 -1.961 4.539
C: 1.759 0.430 -1.031
O: 1.936 0.491 0.343
C: 0.469 0.422 -1.664
C: -0.767 0.415 -0.927
C: -0.823 0.358 0.618
C: -0.667 1.734 1.307
C: -1.935 2.640 1.318
N: 0.378 2.145 1.889
N: -1.920 0.450 -1.623
Br: -3.535 0.501 -0.669
C: -1.984 0.456 -3.021
C: -3.400 0.427 -3.598
C: -4.038 -1.032 -3.473
C: -5.538 -1.008 -3.045
C: -5.767 -1.667 -1.664
C: -5.049 -2.774 -1.201
C: -5.223 -3.352 0.069
C: -6.169 -2.759 0.930
C: -6.910 -1.662 0.465
C: -6.735 -1.092 -0.805
C: -0.826 0.472 -3.798
C: -1.056 0.546 -5.308
C: -1.664 -0.781 -5.916
C: 0.455 0.424 -3.121
H: 1.479 2.192 -6.200
H: 3.152 1.340 -6.703
H: 1.752 -0.696 -5.849
H: 5.139 0.573 -1.620
H: 4.202 1.086 -0.112
H: 5.082 -1.723 -0.850
H: 3.390 -1.571 -0.393
H: 3.915 -0.429 1.760
H: 5.669 -0.543 1.364
H: 5.033 -3.176 1.050
H: 5.464 -2.526 2.654
H: 3.558 -3.841 2.981
H: 2.655 -3.248 1.582
H: 3.885 -2.736 4.770
H: 3.607 -0.982 4.750
H: 2.280 -2.059 5.242
H: 1.928 -0.436 0.637
H: -0.043 -0.367 0.905
H: -1.746 -0.103 1.006
H: -2.686 2.074 1.916
H: -2.378 2.775 0.319
H: -1.764 3.578 1.868
H: 0.206 3.071 2.286
H: -4.059 1.208 -3.182
H: -3.423 0.606 -4.684
H: -3.384 -1.561 -2.749
H: -3.874 -1.562 -4.429
H: -6.081 -1.661 -3.760
H: -5.941 0.016 -3.090
H: -4.290 -3.229 -1.857
H: -4.601 -4.209 0.357
H: -6.293 -3.179 1.935
H: -7.648 -1.204 1.134
H: -7.291 -0.224 -1.178
H: -1.850 1.312 -5.442
H: -0.239 0.960 -5.904
H: -1.682 -1.565 -5.136
H: -1.048 -1.068 -6.782
H: -2.712 -0.625 -6.221
C: -2.832 1.492 6.007
C: -2.712 0.027 6.337
O: -3.543 -0.584 5.347
C: -3.621 0.265 4.296
O: -4.099 -0.013 3.241
O: -3.084 1.475 4.599
H: -1.925 2.050 6.233
H: -3.675 1.969 6.510
H: -1.693 -0.347 6.222
H: -3.064 -0.208 7.339
C: 5.170 3.379 3.191
C: 3.913 2.581 2.955
O: 4.159 1.383 3.690
C: 5.074 1.676 4.653
O: 5.370 0.943 5.538
O: 5.600 2.914 4.470
H: 4.990 4.452 3.209
H: 5.950 3.162 2.457
H: 3.024 3.068 3.360
H: 3.746 2.363 1.901

Atomic forces in eV per Å
C -0.356 -0.536 0.969
C -0.510 0.139 -0.656
C -0.352 0.205 -0.071
C -0.597 -0.325 0.255
N -0.868 1.686 -0.290
C 1.825 0.341 1.632
O -1.264 -1.484 -1.156
C -0.641 0.438 -0.514
C -1.187 -1.237 -0.031
C -0.407 0.138 0.396
C 0.831 -0.568 -0.283
C -0.482 -0.099 0.080
C 0.232 -0.635 -0.045
O 0.176 -0.587 0.029
C 0.256 0.994 0.637
C 1.181 0.028 0.119
O -0.731 -0.632 -0.849
C -0.048 0.062 -0.388
C 0.052 0.210 0.375
C 0.683 -0.449 -0.061
C -0.974 1.615 -0.009
C -0.171 -1.515 0.434
N 0.222 -0.751 -0.036
N 0.844 -0.055 -0.118
Br -0.042 -0.221 -0.172
C -0.418 0.447 -0.623
C -0.305 -0.830 -0.896
C 0.681 0.789 0.386
C 0.647 -1.674 0.142
C -0.623 0.964 0.445
C 0.535 -0.553 -0.337
C -0.572 1.063 -0.266
C 0.567 -0.389 -0.673
C -0.440 0.457 0.424
C 0.996 -1.024 -0.223
C -0.559 0.009 0.816
C -1.397 0.379 -0.168
C 0.620 0.495 0.447
C -0.194 -0.131 -0.034
H 1.513 0.680 0.988
H -1.304 -0.391 -1.348
H 1.756 -0.028 0.827
H -0.273 0.066 0.509
H 0.289 -0.042 -0.546
H -0.157 0.446 0.361
H 0.515 0.213 -0.196
H 0.419 -0.089 -0.258
H -0.528 -0.037 0.031
H 0.002 0.328 0.426
H -0.299 0.260 -0.464
H -0.200 0.366 -0.312
H 0.379 0.447 0.241
H -0.415 0.133 -0.284
H -0.173 -0.502 -0.072
H 0.312 -0.141 -0.543
H 0.262 0.317 0.474
H -0.283 0.759 0.125
H 0.173 0.338 -0.535
H 0.207 0.385 -0.412
H 0.309 0.288 0.411
H 0.118 -0.273 -0.560
H 0.007 -0.148 -0.084
H 0.420 -0.406 0.149
H 0.424 0.289 0.647
H -0.736 0.010 -0.217
H -0.269 0.358 0.448
H 0.060 0.671 0.185
H 0.013 -0.472 0.095
H -0.436 0.221 0.283
H -0.413 0.400 -0.030
H -0.166 0.394 -0.411
H 0.309 -0.243 -0.224
H 0.031 -0.360 0.479
H 0.579 -0.273 0.141
H -0.027 -0.594 0.549
H 0.228 0.172 -0.618
H -0.435 -0.237 0.345
H 0.537 -0.057 -0.120
C 0.118 0.357 0.346
C 0.217 -0.160 0.423
O -0.002 0.319 -0.249
C -0.087 -0.129 -0.011
O 0.131 0.090 -0.131
O -0.076 -0.322 -0.062
H -0.016 0.030 -0.217
H -0.015 -0.045 -0.047
H -0.029 0.018 -0.051
H -0.137 -0.126 -0.127
C 0.133 0.334 -0.238
C -0.308 0.100 -0.338
O 0.239 0.224 0.114
C 0.117 -0.123 0.231
O -0.050 -0.015 -0.058
O -0.223 -0.263 -0.058
H 0.089 -0.029 0.189
H -0.019 -0.036 0.025
H 0.027 -0.027 0.004
H -0.070 -0.204 0.094

Charge ... +1
Gap between HOMO and LUMO ... 7.29 eV
Energy relative to the best compared isomer or geometry (same formula, charge and spin) ... 0.0 kJ/mol
HOMO level ... -11.02 eV
Calculated total energy ... -133097.2925 eV
LUMO level ... -3.734 eV

---

(2)
Formula: C11H15N
Source: the OMol25 dataset
Level of theory: ωB97M-V with the def2-TZVPD basis set

CARTESIAN COORDINATES (ANGSTROEM)
C: -1.254 1.363 -2.299
C: -1.450 0.423 -1.182
C: -1.677 -0.902 -1.293
N: -1.618 -1.551 -0.071
C: -1.299 -0.581 0.849
C: -0.926 -0.715 2.186
C: -0.620 0.393 2.935
C: -0.387 1.619 2.309
C: -0.689 1.817 0.966
C: -1.081 0.652 0.213
H: -1.719 0.967 -3.211
H: -0.156 1.401 -2.509
H: -1.644 2.367 -2.223
H: -2.166 -1.368 -2.144
H: -1.698 -2.549 0.030
H: -1.168 -1.631 2.747
H: -0.750 0.258 3.988
H: 0.043 2.548 2.708
H: -0.468 2.692 0.396
C: 2.783 -1.499 -0.894
C: 2.337 -0.174 -0.254
H: 3.411 -1.461 -1.811
H: 3.455 -2.105 -0.167
H: 1.944 -2.186 -1.101
H: 3.176 0.189 0.369
H: 2.043 0.580 -0.976
H: 1.578 -0.549 0.435

Atomic forces in eV per Å
C 0.738 -0.330 -1.391
C 1.041 0.508 1.199
C -1.442 -0.553 -0.601
N -0.122 0.790 -0.671
C 1.886 -0.214 0.784
C -1.685 -0.874 0.851
C -0.072 -0.096 -0.372
C -0.032 2.140 -1.306
C 0.223 -3.219 -0.568
C -1.179 0.720 -0.279
H 0.135 -0.062 0.094
H -0.767 0.321 0.050
H -0.034 0.275 0.570
H 0.554 -0.220 0.077
H 0.003 0.298 0.341
H 0.288 0.267 -0.452
H 0.807 0.286 0.616
H -0.386 -0.774 0.924
H 0.063 0.728 0.123
C 1.560 -1.662 0.287
C 1.172 -1.498 0.577
H -0.508 0.378 0.418
H -1.122 1.050 -0.912
H 0.183 0.478 -0.081
H -0.482 0.195 -0.402
H -0.414 0.013 0.152
H -0.410 1.056 -0.028

SMILES ... Cc1c[nH]c2ccccc12.CC
Gap between HOMO and LUMO ... 8.79 eV
Energy relative to the best compared isomer or geometry (same formula, charge and spin) ... 107.7 kJ/mol
HOMO level ... -7.90 eV
Calculated total energy ... -13139.6751 eV
LUMO level ... 0.885 eV

---

(3)
Formula: C18H24F2N4PdS
Source: the OMol25 dataset
Level of theory: ωB97M-V with the def2-TZVPD basis set

CARTESIAN COORDINATES (ANGSTROEM)
Pd: -0.482 0.676 -1.396
C: -0.976 1.454 3.943
C: -1.416 0.692 2.692
C: -0.572 -0.530 2.425
C: -0.736 -1.657 3.228
C: -0.025 -2.819 2.991
C: 0.867 -2.873 1.929
C: 1.066 -1.773 1.107
C: 2.065 -1.821 -0.017
C: 3.402 -1.177 0.355
C: 0.355 -0.590 1.374
N: 0.521 0.514 0.514
C: 1.012 1.647 0.913
C: 0.947 2.780 0.083
C: 1.399 4.101 0.240
C: 0.988 4.789 -0.892
C: 0.296 3.861 -1.694
N: 0.273 2.667 -1.113
H: -1.664 2.272 4.162
H: 0.020 1.880 3.813
H: -0.943 0.795 4.812
H: -1.401 1.357 1.829
H: -2.454 0.370 2.809
H: -1.452 -1.618 4.043
H: -0.170 -3.685 3.625
H: 1.424 -3.783 1.734
H: 1.657 -1.303 -0.884
H: 2.227 -2.863 -0.305
H: 3.275 -0.112 0.552
H: 4.119 -1.277 -0.461
H: 3.823 -1.645 1.246
H: 1.465 1.713 1.903
H: 1.956 4.492 1.078
H: 1.162 5.827 -1.124
H: -0.161 4.020 -2.660
F: 2.270 0.719 -2.378
C: 1.045 0.291 -2.796
F: 0.777 0.947 -3.976
H: 1.137 -0.775 -3.044
C: -2.562 -1.984 -4.145
N: -2.699 -0.874 -3.223
C: -2.479 -0.953 -1.902
N: -1.892 -2.078 -1.435
S: -2.959 0.288 -0.849
H: -2.736 -1.621 -5.154
H: -3.276 -2.785 -3.936
H: -1.547 -2.383 -4.112
H: -3.256 -0.081 -3.496
H: -1.882 -2.927 -1.975
H: -1.809 -2.161 -0.434

Atomic forces in eV per Å
Pd 0.416 0.637 -0.081
C -0.005 0.007 -0.037
C 0.018 0.024 0.042
C -0.014 -0.007 -0.105
C -0.018 -0.013 -0.018
C -0.016 -0.009 0.020
C -0.001 -0.016 -0.024
C 0.019 0.108 -0.017
C 0.034 -0.037 0.027
C -0.021 0.004 -0.018
C 0.002 -0.103 0.201
N -0.092 -0.005 -0.148
C 0.036 -0.118 0.008
C -0.022 0.142 -0.071
C 0.047 -0.066 0.090
C -0.031 0.005 -0.057
C 0.065 0.051 -0.056
N -0.114 -0.175 0.164
H 0.011 0.001 -0.002
H 0.000 -0.009 0.011
H -0.008 0.008 0.005
H -0.016 -0.010 -0.006
H 0.007 -0.017 0.033
H 0.001 0.002 -0.006
H 0.000 0.003 -0.004
H 0.001 0.011 -0.002
H -0.002 -0.001 -0.025
H -0.003 -0.005 0.021
H 0.006 -0.006 0.011
H -0.005 0.007 0.004
H 0.002 -0.002 -0.006
H 0.007 0.040 -0.008
H -0.007 -0.019 -0.003
H -0.011 -0.008 -0.010
H -0.004 0.010 0.013
F 0.013 -0.006 0.017
C -0.180 -0.167 0.087
F -0.048 0.036 0.017
H 0.069 -0.001 -0.037
C 0.163 0.049 -0.024
N -0.357 -0.182 0.012
C -0.057 -0.256 0.011
N -0.190 -0.121 0.036
S 0.097 0.110 0.014
H -0.009 0.009 0.001
H 0.003 -0.005 0.013
H -0.001 0.002 -0.015
H 0.071 0.051 -0.045
H 0.102 0.024 -0.039
H 0.041 0.023 0.007

Gap between HOMO and LUMO (spin up / spin down) ... 7.42 / 6.81 eV
2S+1 ... 3
HOMO level (spin up / spin down) ... -7.23 / -7.33 eV
Calculated total energy ... -44764.8180 eV
LUMO level (spin up / spin down) ... 0.183 / -0.523 eV

---

(4)
Formula: C2H9N2O
Source: the OMol25 dataset
Level of theory: ωB97M-V with the def2-TZVPD basis set

CARTESIAN COORDINATES (ANGSTROEM)
C: 1.999 -0.575 -0.302
N: -0.899 1.418 0.004
C: 0.319 1.087 -0.277
N: 0.585 -0.191 -0.071
H: 2.118 -1.623 -0.419
H: 2.513 -0.222 0.469
H: 2.317 -0.110 -1.252
H: -1.416 0.548 0.241
H: -1.133 2.249 0.542
H: 1.137 1.755 -0.596
H: -0.136 -0.861 0.118
H: -2.492 -1.306 -0.262
H: -2.812 -0.953 1.170
O: -2.101 -1.216 0.634

Atomic forces in eV per Å
C -2.457 -0.567 -3.707
N -2.035 0.448 0.578
C 0.908 -1.847 1.015
N 2.543 1.156 -1.807
H -0.064 -0.914 0.085
H 2.519 1.265 3.180
H 0.063 -0.246 0.496
H -0.330 1.132 0.247
H 0.017 0.092 -0.775
H -0.654 -0.175 0.374
H -0.326 -0.269 0.481
H 0.169 -0.234 0.762
H -1.639 0.381 1.446
O 1.287 -0.221 -2.374

Charge ... +1
Gap between HOMO and LUMO ... 11.25 eV
Energy relative to the best compared isomer or geometry (same formula, charge and spin) ... 142.3 kJ/mol
HOMO level ... -15.08 eV
Calculated total energy ... -7240.8812 eV
LUMO level ... -3.825 eV

---

(5)
Formula: C4H8N2S2
Source: the OMol25 dataset
Level of theory: ωB97M-V with the def2-TZVPD basis set

CARTESIAN COORDINATES (ANGSTROEM)
C: -2.626 -0.136 0.134
C: 0.375 -0.513 0.477
C: 2.430 0.107 -0.700
C: 0.840 0.020 -0.844
N: -1.598 0.699 0.599
N: -0.462 0.164 1.267
S: -4.096 0.613 -0.040
S: -2.228 -1.784 -0.291
H: 0.908 -1.399 0.941
H: 3.019 -0.879 -0.616
H: 2.494 0.841 0.184
H: 2.816 0.597 -1.723
H: 0.388 -0.704 -1.601
H: 0.346 1.035 -0.928
H: -1.959 1.589 0.892
H: -0.648 -0.248 2.249

Atomic forces in eV per Å
C -0.055 -1.947 -0.781
C -0.813 -0.736 0.795
C -0.338 1.200 -1.850
C -0.583 -0.899 0.229
N 1.324 0.090 0.448
N -1.022 -1.264 0.696
S 0.251 0.032 0.104
S 0.561 1.646 0.684
H -0.567 1.304 -0.425
H -1.276 1.532 0.315
H 0.924 -1.233 -1.386
H -0.688 -0.797 2.533
H 0.988 1.108 0.600
H 0.788 -1.146 -0.344
H 0.242 0.328 0.537
H 0.263 0.782 -2.157

Gap between HOMO and LUMO (spin up / spin down) ... 6.45 / 6.45 eV
Energy relative to the best compared isomer or geometry (same formula, charge and spin) ... 298.4 kJ/mol
HOMO level (spin up / spin down) ... -7.54 / -7.54 eV
Calculated total energy ... -28925.2160 eV
LUMO level (spin up / spin down) ... -1.084 / -1.084 eV

---

(6)
Formula: C2H8NO4
Source: the OMol25 dataset
Level of theory: ωB97M-V with the def2-TZVPD basis set

CARTESIAN COORDINATES (ANGSTROEM)
O: -0.557 -1.449 -1.198
C: -0.892 -0.918 0.465
N: 0.178 -1.142 1.180
C: 1.152 -0.281 0.607
O: 0.933 1.134 0.826
H: -1.174 0.120 0.253
H: -1.740 -1.623 0.582
H: 2.151 -0.636 0.969
H: 1.110 -0.289 -0.527
H: 3.498 2.695 -0.727
H: 1.733 1.820 0.726
O: 3.216 2.243 0.052
H: -4.529 -0.642 -0.939
H: -1.168 -0.884 -1.805
O: -3.910 -0.150 -0.464

Atomic forces in eV per Å
O -1.568 1.848 0.373
C -3.537 -3.759 -3.400
N 0.530 2.133 0.557
C 4.116 1.544 -2.523
O -0.688 0.059 1.593
H -0.157 0.544 -0.069
H 0.378 1.009 0.397
H -0.625 0.643 -0.245
H 0.400 -0.897 1.411
H -0.032 0.537 -0.864
H 0.262 -1.839 -0.709
O -0.769 -0.750 1.465
H -1.563 -1.401 -1.411
H 1.172 -1.068 1.937
O 2.080 1.395 1.486

Charge ... -1
Gap between HOMO and LUMO ... 3.17 eV
Energy relative to the best compared isomer or geometry (same formula, charge and spin) ... 1115.6 kJ/mol
HOMO level ... -4.64 eV
Calculated total energy ... -11874.9349 eV
LUMO level ... -1.472 eV